1.
The following is a quantum chemistry calculation of a molecular structure, C33H37FN9O6S2SeTi at a distorted geometry, from the OMol25 dataset.

## Properties
Charge: +1
LUMO in eV: -4.0

Last column: Löwdin charge in e.
Positions of all 90 atoms, in Å:
Ti 1.043 -1.661 2.380  0.934
C 5.307 -1.736 7.117  -0.079
C 5.034 -0.764 5.980  -0.226
N 3.607 -0.606 5.723  0.008
C 2.920 -1.252 4.784  -0.727
S 1.190 -1.000 4.737  0.781
N 3.579 -2.088 3.994  0.030
N 2.780 -2.640 3.052  -0.089
C 3.272 -3.550 2.275  -0.235
C 4.674 -4.044 2.343  0.003
C 2.302 -4.109 1.314  -0.209
C 2.589 -5.139 0.438  0.022
C 1.573 -5.610 -0.385  -0.010
C 0.312 -5.043 -0.311  -0.016
C 0.108 -3.993 0.568  -0.081
N 1.083 -3.538 1.353  0.016
H 6.379 -1.806 7.301  0.077
H 4.934 -2.730 6.869  0.074
H 4.828 -1.408 8.039  0.075
H 5.492 -1.111 5.057  0.104
H 5.436 0.224 6.202  0.120
H 3.074 -0.006 6.331  0.131
H 5.253 -3.415 3.010  0.074
H 5.126 -4.042 1.350  0.095
H 4.699 -5.070 2.719  0.106
H 3.578 -5.572 0.412  0.122
H 1.769 -6.419 -1.076  0.125
H -0.502 -5.395 -0.927  0.120
H -0.846 -3.492 0.663  0.119
C -3.142 4.105 1.680  -0.049
C -1.864 4.113 0.858  -0.159
N -1.295 2.761 0.714  0.017
C -0.222 2.439 1.426  0.065
C 0.346 1.185 1.434  -0.030
C 1.623 1.017 2.171  -0.535
O 2.176 1.897 2.767  0.137
O 2.125 -0.232 2.053  -0.182
C -0.280 0.151 0.698  -0.262
O 0.136 -1.078 0.722  -0.159
C -1.403 0.501 -0.093  -0.079
C -2.086 -0.457 -0.865  0.075
C -3.084 -0.094 -1.700  -0.170
F -3.732 -1.083 -2.348  0.071
C -3.463 1.277 -1.912  -0.112
C -2.924 2.173 -0.979  0.049
C -1.892 1.816 -0.121  -0.113
N -4.257 1.680 -2.935  -0.032
C -4.826 0.766 -3.939  -0.118
C -5.145 1.533 -5.219  -0.190
N -4.025 2.430 -5.480  -0.065
C -4.077 3.562 -4.548  -0.167
C -4.585 3.083 -3.178  -0.112
H -3.515 5.123 1.782  0.087
H -2.950 3.708 2.677  0.083
H -3.919 3.498 1.217  0.074
H -1.101 4.715 1.345  0.126
H -2.010 4.530 -0.138  0.125
H 0.228 3.221 2.024  0.159
H -1.809 -1.499 -0.797  0.137
H -3.254 3.194 -0.987  0.089
H -5.718 0.267 -3.551  0.133
H -4.089 0.011 -4.189  0.115
H -6.101 2.067 -5.146  0.120
H -5.237 0.813 -6.031  0.127
H -4.040 2.766 -6.435  0.124
H -2.071 1.510 -5.142  0.078
H -4.759 4.348 -4.895  0.123
H -3.081 3.993 -4.447  0.105
H -5.668 3.202 -3.104  0.131
H -4.143 3.720 -2.425  0.105
N 3.226 -1.227 -0.802  0.135
C 2.434 -0.484 -1.649  -0.313
C 2.786 0.828 -1.984  -0.010
C 1.974 1.582 -2.807  -0.045
C 0.798 1.034 -3.310  -0.282
C 0.456 -0.279 -3.016  -0.054
C 1.274 -1.033 -2.200  -0.027
S -0.259 2.122 -4.182  0.603
O 0.412 2.712 -5.296  -0.254
O -1.317 1.060 -4.686  -0.176
O -0.902 3.005 -3.246  -0.282
H 2.792 -2.005 -0.335  0.062
H 3.898 -0.732 -0.241  0.101
H 3.698 1.256 -1.585  0.120
H 2.248 2.599 -3.055  0.127
H -0.445 -0.710 -3.427  0.112
H 1.007 -2.056 -1.963  0.113
Se -3.036 -0.151 3.377  0.690
C -1.710 -1.250 3.154  -0.904
N -0.797 -1.989 2.978  -0.103



2.
The following is a quantum chemistry calculation of a molecular structure, C33H37IN4O3PbSe, from the OMol25 dataset.

## Properties
Charge: 0
LUMO in eV: -0.4

Last column: Löwdin charge in e.
Positions of all 80 atoms, in Å:
Pb -0.161 0.049 0.301  1.448
C -4.761 0.643 -0.776  -0.020
C -4.270 -0.654 -1.341  -0.252
N -5.138 -1.496 -1.842  0.119
C -4.698 -2.667 -2.343  -0.107
C -3.381 -3.042 -2.353  -0.162
C -3.022 -4.381 -2.941  -0.216
O -2.192 -4.284 -4.096  -0.060
C -2.414 -2.152 -1.811  -0.069
C -1.034 -2.579 -1.816  -0.048
N -0.019 -2.021 -1.248  -0.017
C 1.202 -2.738 -1.316  -0.362
C 1.254 -4.081 -0.943  -0.033
C 2.451 -4.776 -0.927  -0.065
C 3.628 -4.141 -1.292  -0.081
C 3.595 -2.811 -1.682  -0.153
C 2.395 -2.117 -1.689  -0.647
I 2.384 -0.121 -2.290  1.033
C -2.859 -0.919 -1.301  -0.302
O -2.091 0.006 -0.823  -0.273
H -5.839 0.705 -0.900  0.080
H -4.279 1.489 -1.270  0.071
H -4.505 0.717 0.284  0.079
H -5.458 -3.328 -2.745  0.108
H -3.944 -4.920 -3.173  0.115
H -2.464 -4.995 -2.231  0.121
H -2.602 -3.660 -4.703  0.097
H -0.845 -3.496 -2.375  0.122
H 0.337 -4.573 -0.642  0.110
H 2.464 -5.814 -0.622  0.109
H 4.569 -4.674 -1.279  0.107
H 4.504 -2.310 -1.985  0.093
C -1.205 3.226 3.314  -0.050
C -0.507 3.156 1.980  -0.209
C -1.297 3.279 0.825  -0.205
C -2.793 3.382 0.998  -0.031
C -0.704 3.305 -0.438  -0.219
C -1.560 3.460 -1.676  -0.034
C 0.691 3.187 -0.561  -0.237
C 1.296 3.254 -1.948  -0.095
C 1.476 3.034 0.586  -0.229
C 2.979 2.893 0.529  -0.045
C 0.877 3.013 1.859  -0.208
C 1.777 2.822 3.054  -0.038
H -1.565 4.243 3.496  0.094
H -0.576 2.939 4.147  0.054
H -2.069 2.564 3.337  0.071
H -3.178 2.488 1.495  0.081
H -3.326 3.481 0.060  0.058
H -3.056 4.231 1.632  0.090
H -2.004 2.502 -1.962  0.082
H -0.992 3.833 -2.523  0.066
H -2.373 4.165 -1.515  0.078
H 1.255 4.273 -2.343  0.095
H 0.753 2.618 -2.648  0.056
H 2.338 2.951 -1.971  0.022
H 3.305 1.969 1.014  0.073
H 3.463 3.710 1.070  0.088
H 3.381 2.894 -0.477  0.052
H 2.265 1.843 3.017  0.078
H 1.255 2.867 4.001  0.054
H 2.569 3.573 3.077  0.085
O -1.517 -1.861 1.473  -0.167
C -0.832 -3.009 1.933  -0.168
C 0.624 -2.762 2.250  -0.270
C 1.283 -3.545 3.186  -0.011
C 2.629 -3.325 3.418  -0.047
C 3.277 -2.322 2.718  -0.043
C 2.540 -1.576 1.817  -0.127
N 1.248 -1.794 1.580  0.015
H -1.564 -1.225 2.222  0.024
H -0.906 -3.751 1.134  0.116
H -1.328 -3.425 2.814  0.134
H 0.738 -4.299 3.739  0.121
H 3.160 -3.913 4.155  0.114
H 4.323 -2.104 2.880  0.110
H 2.998 -0.767 1.256  0.105
Se 0.667 -0.225 5.555  0.469
C -0.181 0.028 4.007  -0.960
N -0.734 0.181 2.987  -0.034



3.
The following is a quantum chemistry calculation of a molecular structure, C33H38Br4ILuN4O4P2 at a distorted geometry, from the OMol25 dataset.

## Properties
Charge: 0
LUMO in eV: -1.1

Last column: Löwdin charge in e.
Positions of all 87 atoms, in Å:
Lu 12.477 10.157 11.704  1.735
C 10.896 8.568 7.458  -0.016
C 9.780 9.132 8.323  -0.227
N 8.569 9.210 7.799  0.108
C 7.523 9.527 8.587  -0.106
C 7.613 9.655 9.986  -0.090
C 6.270 9.632 10.857  -0.187
O 5.947 10.945 11.347  -0.105
C 8.970 9.823 10.522  -0.173
C 9.094 10.335 11.846  -0.106
N 10.233 10.670 12.491  -0.050
C 10.058 11.876 13.248  -0.388
C 10.005 11.845 14.618  -0.043
C 10.136 12.994 15.414  -0.079
C 10.183 14.242 14.782  -0.068
C 10.183 14.306 13.392  -0.129
C 10.175 13.137 12.625  -0.585
I 9.781 13.129 10.557  1.078
C 10.039 9.627 9.682  -0.316
O 11.287 9.737 10.071  -0.286
H 10.840 9.124 6.505  0.079
H 10.619 7.543 7.137  0.090
H 11.901 8.630 7.845  0.050
H 6.566 9.572 8.062  0.111
H 6.491 8.934 11.709  0.124
H 5.454 9.309 10.179  0.114
H 5.423 10.863 12.201  0.120
H 8.157 10.461 12.413  0.134
H 9.984 10.900 15.169  0.121
H 10.204 12.909 16.493  0.093
H 10.329 15.148 15.309  0.094
H 10.443 15.212 12.856  0.099
N 12.587 8.008 12.819  -0.061
C 13.395 6.852 12.191  -0.192
C 13.600 6.933 10.662  -0.194
C 14.705 7.918 10.172  -0.233
N 14.295 9.320 10.251  -0.045
H 13.008 8.203 13.711  0.069
H 11.675 7.608 13.111  0.105
H 12.893 5.898 12.469  0.119
H 14.349 6.840 12.696  0.107
H 12.652 7.066 10.153  0.098
H 13.986 5.994 10.307  0.100
H 15.015 7.570 9.126  0.136
H 15.533 7.725 10.862  0.116
H 13.820 9.525 9.377  0.083
H 15.027 9.990 10.385  0.049
C 12.156 12.550 4.973  -0.285
P 11.342 13.206 6.506  0.818
C 9.591 13.446 6.027  -0.329
C 12.036 14.856 6.564  -0.403
C 11.721 15.728 5.466  -0.092
C 12.415 16.927 5.345  -0.082
C 13.478 17.188 6.239  -0.082
C 13.796 16.304 7.253  -0.133
C 13.108 15.161 7.473  -0.430
P 13.602 13.985 8.741  0.836
C 15.363 13.857 8.636  -0.335
C 13.268 14.862 10.370  -0.265
H 11.677 12.895 4.018  0.050
H 12.133 11.475 4.888  0.007
H 13.191 12.928 5.054  0.039
H 9.154 12.425 6.128  0.026
H 9.396 13.824 4.993  0.036
H 9.022 14.103 6.719  0.042
H 10.934 15.493 4.766  0.087
H 12.248 17.688 4.538  0.115
H 14.047 18.129 6.135  0.109
H 14.679 16.514 7.885  0.111
H 15.907 14.827 8.679  0.041
H 15.611 13.453 7.608  0.059
H 15.732 13.163 9.394  0.005
H 14.131 14.705 11.043  0.044
H 12.388 14.326 10.825  -0.050
H 12.991 15.881 10.188  0.018
Br 16.356 14.072 16.425  0.668
C 15.664 12.704 15.266  -0.751
C 16.572 11.999 14.372  -0.794
Br 18.299 11.515 14.919  0.698
C 16.204 11.760 13.028  -0.699
Br 17.474 11.544 11.682  0.745
C 14.804 11.705 12.790  -0.455
O 14.145 11.739 11.673  -0.248
C 14.021 11.516 13.988  -0.389
O 13.014 10.677 13.827  -0.276
C 14.342 12.166 15.244  -0.703
Br 13.407 12.065 16.816  0.795



4.
The following is a quantum chemistry calculation of a molecular structure, C33H38CoN5P2Si2, from the OMol25 dataset.

## Properties
Charge: -1
Spin multiplicity: 2
LUMO (spin up / spin down) in eV: 2.4 / 2.4

Last column: Löwdin spin population.
Positions of all 81 atoms, in Å:
Co -1.015 0.239 -0.219  1.045
C -3.861 -2.624 0.339  0.000
Si -2.067 -2.979 -0.031  -0.003
C -1.558 -4.565 0.861  -0.001
C -1.860 -3.287 -1.866  0.000
N -1.106 -1.660 0.496  -0.026
P 0.427 -1.483 0.943  -0.004
C 0.574 0.161 0.880  0.004
P 1.179 1.491 0.114  -0.005
N -0.117 2.028 -0.665  -0.024
Si -0.669 3.512 -1.298  -0.003
C -1.558 3.230 -2.917  0.000
C -1.838 4.354 -0.101  0.000
C 0.756 4.706 -1.600  -0.001
C 1.899 2.718 1.266  0.000
C 2.868 3.644 0.893  -0.001
C 3.323 4.593 1.798  0.000
C 2.807 4.624 3.086  -0.001
C 1.841 3.702 3.467  0.000
C 1.392 2.752 2.563  0.000
C 2.559 1.196 -1.037  0.000
C 3.774 0.711 -0.555  0.000
C 4.791 0.358 -1.428  0.000
C 4.605 0.492 -2.798  0.001
C 3.403 0.982 -3.288  0.000
C 2.385 1.332 -2.409  0.001
C 0.799 -2.134 2.610  0.000
C -0.247 -2.329 3.505  0.000
C 0.010 -2.691 4.821  0.000
C 1.318 -2.855 5.255  0.000
C 2.369 -2.653 4.370  0.000
C 2.108 -2.293 3.056  0.000
C 1.467 -2.503 -0.162  0.002
C 1.940 -3.766 0.189  0.000
C 2.604 -4.557 -0.741  0.000
C 2.797 -4.097 -2.034  0.000
C 2.314 -2.847 -2.400  0.000
C 1.649 -2.064 -1.471  -0.001
H -4.541 -3.281 -0.206  0.000
H -4.103 -1.597 0.060  0.000
H -4.064 -2.729 1.409  0.000
H -2.433 -5.199 1.026  0.000
H -1.104 -4.370 1.835  0.000
H -0.840 -5.138 0.270  0.000
H -2.497 -4.106 -2.211  0.000
H -0.820 -3.544 -2.090  0.000
H -2.115 -2.395 -2.439  0.000
H -2.156 2.322 -2.861  0.000
H -0.848 3.110 -3.741  0.000
H -2.219 4.062 -3.172  0.000
H -2.700 3.711 0.095  0.000
H -2.204 5.310 -0.485  0.000
H -1.332 4.532 0.851  0.000
H 1.612 4.216 -2.070  0.000
H 1.102 5.172 -0.674  0.000
H 0.420 5.503 -2.270  0.000
H 3.274 3.628 -0.112  0.000
H 4.079 5.307 1.494  0.000
H 3.161 5.363 3.794  0.000
H 1.438 3.719 4.473  0.000
H 0.651 2.014 2.849  0.001
H 3.921 0.595 0.513  0.000
H 5.725 -0.031 -1.043  0.000
H 5.396 0.212 -3.482  0.000
H 3.252 1.084 -4.355  0.000
H 1.432 1.689 -2.783  0.000
H -1.266 -2.186 3.164  0.000
H -0.814 -2.844 5.506  0.000
H 1.519 -3.136 6.281  0.000
H 3.392 -2.777 4.702  0.000
H 2.938 -2.128 2.378  0.000
H 1.780 -4.146 1.190  0.000
H 2.962 -5.537 -0.450  0.000
H 3.311 -4.716 -2.759  0.000
H 2.445 -2.482 -3.410  0.000
H 1.238 -1.109 -1.775  -0.001
N -2.477 0.158 -1.540  0.001
C -3.489 -0.021 -2.096  0.007
N -4.565 -0.107 -2.791  0.007
C -5.355 -1.162 -2.698  0.001
N -6.106 -2.045 -2.697  0.003



5.
The following is a quantum chemistry calculation of 6 unconnected molecules or ions with the total composition C33H38F40N3O6 at a distorted geometry, from the OMol25 dataset.

## Properties
Charge: +1
LUMO in eV: -4.2

Last column: Löwdin charge in e.
Positions of all 120 atoms, in Å:
O 0.092 4.969 4.516  -0.152
C -0.749 3.846 5.048  -0.208
C -1.518 3.206 3.734  -0.198
C -2.495 1.934 4.079  -0.169
C -2.918 1.026 2.761  -0.152
N -3.103 1.825 1.490  0.044
C -2.088 2.100 0.566  -0.152
N -2.165 3.454 -0.112  0.056
C -0.804 4.015 -0.458  -0.187
C 0.408 2.914 -0.533  -0.165
C -0.122 1.392 -0.832  -0.163
N -1.064 1.019 0.301  0.051
H 0.591 4.519 3.748  0.096
H 0.019 3.099 5.544  0.139
H -1.544 4.241 5.810  0.141
H -0.664 2.807 3.016  0.105
H -2.164 3.998 3.137  0.122
H -3.473 2.300 4.649  0.133
H -1.935 1.181 4.813  0.132
H -3.991 0.573 3.025  0.148
H -2.220 0.070 2.614  0.133
H -4.051 2.219 1.252  0.165
H -2.557 4.097 0.640  0.142
H -0.805 4.636 -1.477  0.140
H -0.517 4.791 0.387  0.136
H 1.120 2.988 0.420  0.128
H 1.103 3.210 -1.456  0.134
H -0.751 1.407 -1.834  0.146
H 0.807 0.681 -0.877  0.147
H -0.479 0.963 1.164  0.122
C 0.737 -4.483 3.249  -0.053
C 0.286 -3.080 2.813  -0.425
C 0.523 -1.979 3.838  -0.286
F -0.130 -2.202 5.001  0.091
F 0.066 -0.784 3.373  0.058
F -1.020 -3.131 2.431  0.116
F 0.990 -2.764 1.680  0.099
O -0.277 -5.338 3.785  0.037
C -0.565 -5.151 5.172  -0.473
C -1.981 -4.616 5.421  -0.262
F -2.201 -3.445 4.772  0.077
F -2.185 -4.371 6.743  0.097
F 0.399 -4.374 5.722  0.126
F -0.430 -6.376 5.746  0.146
H 1.069 -4.999 2.339  0.159
H 1.630 -4.457 3.886  0.125
H 1.586 -1.863 4.056  0.154
H -2.734 -5.334 5.083  0.178
C 7.044 -3.371 1.568  -0.047
C 7.535 -4.536 2.440  -0.425
C 6.668 -5.788 2.392  -0.286
F 5.401 -5.559 2.807  0.080
F 7.166 -6.749 3.215  0.097
F 7.701 -4.097 3.719  0.123
F 8.788 -4.871 1.998  0.109
O 6.278 -2.360 2.231  0.036
C 4.887 -2.649 2.384  -0.473
C 4.472 -2.825 3.851  -0.240
F 5.186 -3.801 4.465  0.104
F 3.163 -3.181 3.948  0.058
F 4.570 -3.715 1.613  0.124
F 4.228 -1.588 1.845  0.131
H 7.941 -2.843 1.222  0.155
H 6.559 -3.713 0.646  0.138
H 6.630 -6.204 1.383  0.165
H 4.619 -1.897 4.411  0.181
C -4.587 1.625 -1.999  -0.077
C -5.995 1.270 -1.497  -0.425
C -6.210 -0.202 -1.166  -0.290
F -6.013 -1.009 -2.233  0.092
F -7.489 -0.420 -0.759  0.100
F -6.915 1.715 -2.398  0.132
F -6.213 1.997 -0.356  0.092
O -4.422 1.711 -3.418  0.037
C -4.195 0.469 -4.084  -0.474
C -5.341 0.078 -5.026  -0.261
F -6.529 0.009 -4.375  0.091
F -5.127 -1.148 -5.574  0.101
F -3.920 -0.483 -3.161  0.121
F -3.050 0.637 -4.800  0.137
H -4.378 2.641 -1.642  0.105
H -3.808 1.009 -1.533  0.128
H -5.548 -0.527 -0.362  0.171
H -5.444 0.805 -5.837  0.179
C -4.015 6.456 -3.926  -0.053
C -4.466 7.858 -4.362  -0.428
C -4.229 8.960 -3.338  -0.290
F -4.882 8.737 -2.174  0.083
F -4.686 10.154 -3.802  0.100
F -5.772 7.808 -4.744  0.128
F -3.762 8.175 -5.495  0.107
O -5.029 5.601 -3.390  0.034
C -5.317 5.788 -2.004  -0.467
C -6.733 6.323 -1.754  -0.258
F -6.953 7.493 -2.404  0.096
F -6.937 6.567 -0.432  0.096
F -4.353 6.564 -1.453  0.115
F -5.182 4.562 -1.430  0.108
H -3.683 5.940 -4.836  0.153
H -3.123 6.482 -3.289  0.139
H -3.166 9.076 -3.119  0.174
H -7.486 5.605 -2.092  0.180
C 8.031 -4.393 -4.361  -0.051
C 7.728 -4.710 -2.888  -0.429
C 6.799 -5.895 -2.662  -0.285
F 5.584 -5.720 -3.231  0.087
F 6.569 -6.079 -1.334  0.080
F 7.259 -3.587 -2.278  0.113
F 8.925 -4.988 -2.280  0.104
O 7.247 -3.358 -4.962  0.033
C 5.971 -3.768 -5.457  -0.476
C 4.802 -3.134 -4.692  -0.265
F 4.859 -3.408 -3.364  0.081
F 3.610 -3.614 -5.136  0.095
F 5.919 -5.121 -5.478  0.123
F 5.936 -3.372 -6.758  0.142
H 9.057 -4.003 -4.389  0.154
H 8.068 -5.294 -4.985  0.149
H 7.232 -6.819 -3.052  0.178
H 4.802 -2.047 -4.810  0.175